The following is a quantum chemistry calculation of a molecular structure, C22H27Cl2MoNO2, from OMol25.

XYZ file:
```
55
C22H27Cl2MoNO2 wB97M-V/def2-TZVPD
C 0.35418 -1.31259 -2.10952
C 1.22230 -0.16816 -2.26926
C 0.39291 1.01396 -2.29136
C 2.68715 -0.20893 -2.53030
C -0.97695 0.59577 -2.23501
C -1.00568 -0.82304 -2.08517
C -2.23623 -1.65880 -2.09340
C 0.74690 -2.74766 -2.14840
C 0.84084 2.42675 -2.43596
C -2.17907 1.47527 -2.31443
Mo 0.34229 -0.12440 -0.18620
Cl 2.21547 1.26362 0.40629
Cl 1.85586 -1.81878 0.72001
O -0.97040 1.28200 0.25325
H 3.09660 -1.18170 -2.25554
H 3.19504 0.55838 -1.93952
H 2.91189 -0.03940 -3.59024
H 1.83141 2.58180 -1.99353
H 0.12706 3.09577 -1.93957
H 0.87694 2.73490 -3.48962
H -1.97202 2.46200 -1.88144
H -3.01904 1.02010 -1.77374
H -2.50358 1.63131 -3.35544
H -3.05408 -1.13940 -1.57837
H -2.05088 -2.61110 -1.58714
H -2.56983 -1.86845 -3.12012
H 1.73292 -2.88509 -1.70357
H 0.77653 -3.13577 -3.17390
H 0.03880 -3.34160 -1.56379
H -1.17978 1.08192 1.19243
O -0.93930 -1.39396 0.74562
H -1.82396 -0.97645 0.71758
C 1.35280 4.92994 3.32578
C 0.96335 4.50066 2.04686
C 0.38843 3.25391 1.89610
C 0.49003 2.26181 2.92244
C 0.92954 2.70499 4.20048
C 1.27337 4.03770 4.40409
N 0.20773 0.98006 2.64297
C 0.19048 -0.08468 3.48795
C 1.35256 -0.67301 4.04987
C 1.22878 -1.72486 4.95518
C -0.04597 -2.21291 5.28657
C -1.18848 -1.69776 4.65366
C -1.06107 -0.68008 3.73416
H 1.71874 5.95042 3.46475
H 1.08545 5.12332 1.16042
H -0.08987 2.95455 0.96948
H 0.98657 1.96622 4.99973
H 1.51484 4.38437 5.41022
H 2.32116 -0.32533 3.69340
H 2.12803 -2.16105 5.39604
H -0.16116 -3.00676 6.02489
H -2.18675 -2.06764 4.87394
H -1.89494 -0.25761 3.16960
```

Output
maximum force	0.0279	Eh/bohr
HOMO level (alpha / beta)	0.178 / 0.049	eV
charge	-2
multiplicity	3

Löwdin population analysis, charges in e, atoms 1 to 8: -0.3710, -0.3870, -0.3208, -0.0869, -0.2728, -0.2991, -0.0541, -0.1021

---

The following is a quantum chemistry calculation of a molecular structure, C22H27Cl5N2NiO3Si, from OMol25.

XYZ file:
```
61
C22H27Cl5N2NiO3Si wB97M-V/def2-TZVPD
Ni 0.31971 0.13175 0.51976
C 1.57597 4.45393 2.46267
N 0.74800 4.29483 1.28123
C 0.26503 5.49445 0.65120
C 0.39815 3.05339 0.86809
O 0.64708 2.03126 1.48477
C -0.38789 2.95123 -0.45516
O -0.52085 1.62109 -0.88640
C 0.04439 1.30734 -2.14502
C 1.57142 1.09208 -1.96600
O 2.06331 1.35967 -0.86755
N 2.26858 0.60208 -3.00079
C 3.57948 -0.02900 -2.80675
C 1.66287 0.40570 -4.30533
H 0.98766 4.79019 3.31191
H 2.30629 5.21888 2.27157
H 2.06936 3.52831 2.71225
H -0.01827 6.20561 1.43842
H -0.63737 5.33466 0.08609
H 1.01465 5.96631 0.01309
H 0.13111 3.50942 -1.25917
H -1.38964 3.40967 -0.31654
H -0.19297 2.10463 -2.88293
H -0.39860 0.36229 -2.48803
H 3.89176 0.15201 -1.78137
H 4.32830 0.41586 -3.46460
H 3.47748 -1.11326 -2.98618
H 1.40061 -0.65948 -4.45229
H 2.37600 0.72159 -5.07852
H 0.77378 1.01737 -4.45165
Cl 2.39156 -0.76241 2.22046
C 2.02086 -2.01766 1.05915
C 1.14520 -1.67743 0.03535
C 0.89523 -2.71419 -0.85175
Cl -0.13059 -2.34619 -2.23096
C 1.43891 -3.96845 -0.73696
Cl 1.10135 -5.21046 -1.92747
C 2.28439 -4.28578 0.33854
Cl 2.98837 -5.82542 0.51639
C 2.62648 -3.25637 1.20692
Cl 3.74668 -3.55331 2.47636
C -2.59944 0.90315 2.26828
Si -1.47401 -0.58265 1.83350
C -0.88026 -1.49750 3.39263
C -2.59969 -1.79798 0.90069
C -2.83993 -3.11733 1.35874
C -3.64994 -3.98525 0.67414
C -4.22095 -3.59731 -0.53054
C -4.03115 -2.31210 -1.00645
C -3.23094 -1.41765 -0.29977
H -3.48005 0.61144 2.83415
H -2.93966 1.39943 1.36640
H -2.06328 1.64405 2.85021
H -1.69638 -1.87930 3.98746
H -0.25216 -0.88990 4.03997
H -0.28701 -2.38800 3.13007
H -2.37591 -3.45898 2.30628
H -3.81834 -5.00800 1.03233
H -4.80174 -4.30460 -1.09593
H -4.54279 -2.01071 -1.91986
H -3.08015 -0.42701 -0.73508
```

Output
maximum force	0.0285	Eh/bohr
HOMO level (alpha / beta)	-6.078 / -7.744	eV
multiplicity	3
energy above the lowest of the compared OMol25 structures with the same formula, charge and spin	0.000	eV

Löwdin population analysis, charges in e, atoms 1 to 8: 0.4229, -0.0156, -0.1336, -0.0450, -0.3890, 0.0003, -0.0983, -0.1912

---

The following is a quantum chemistry calculation of a molecular structure, C22H27ClCuO, from OMol25.

XYZ file:
```
52
C22H27ClCuO wB97M-V/def2-TZVPD
C -2.26157 -1.46659 -2.25428
C -1.99187 -1.62398 -3.72267
C -1.50446 -0.33932 -4.14833
H -1.91515 -2.59980 -4.24247
C -1.67115 0.59861 -3.12674
C -2.03278 -0.04691 -1.92309
H -2.21776 0.41263 -0.96518
H -2.46235 -2.23665 -1.51961
H -1.01215 -0.10939 -5.12162
H -1.57541 1.68353 -3.20660
Cu -0.50393 -2.47727 -2.34289
Cl 0.38498 -3.82750 -0.92615
C 2.57772 -0.20297 -1.82363
C 2.30906 1.08561 -2.41883
C 1.93216 0.80138 -3.82691
H 2.05008 2.00189 -1.86338
C 2.00328 -0.61225 -4.01305
C 2.30341 -1.23838 -2.77238
H 2.40363 -2.31340 -2.59399
H 2.73742 -0.35211 -0.77367
H 1.32293 1.46412 -4.42330
H 1.54500 -1.17996 -4.81905
C -1.48452 3.39999 0.57047
C -0.11665 2.72106 0.61951
C 1.07173 3.67991 0.71169
C -0.07856 1.67030 1.76282
C -0.06074 2.04322 3.11159
C -0.01364 1.10092 4.12377
C -0.01252 -0.25432 3.83044
C -0.06286 -0.74760 2.56210
C -0.06973 -2.28251 2.33739
C 1.27837 -2.91463 2.70217
C -1.28125 -2.94233 3.00308
C -0.08449 0.22338 1.44364
O -0.08795 -0.22674 0.27993
H -1.70224 3.91490 1.50723
H -2.25200 2.64044 0.40563
H -1.56511 4.13590 -0.22833
H 0.00028 2.07305 -0.27122
H 1.06418 4.24598 1.64669
H 1.99440 3.09537 0.65863
H 1.10082 4.40456 -0.10274
H -0.06967 3.09239 3.33573
H 0.03145 1.39254 5.15586
H 0.03725 -0.99642 4.60539
H -0.12979 -2.30788 1.24384
H 1.61201 -2.75304 3.73165
H 1.25674 -3.98438 2.52257
H 2.03403 -2.50262 2.03713
H -2.21608 -2.51851 2.64274
H -1.34372 -4.00427 2.78953
H -1.27082 -2.81997 4.08889
```

Output
maximum force	0.0905	Eh/bohr
HOMO level (alpha / beta)	-0.386 / -0.365	eV
charge	-2
multiplicity	2

Löwdin population analysis, charges in e, atoms 1 to 8: -0.2552, -0.2290, -0.2336, 0.0603, -0.2039, -0.1375, 0.0638, 0.0578

---

The following is a quantum chemistry calculation of 2 unconnected molecules or ions with the total composition C22H27ClF3NO7P, from OMol25.

XYZ file:
```
62
C22H27ClF3NO7P wB97M-V/def2-TZVPD
C -4.57072 -3.22010 -0.33199
C -3.94918 -2.36094 0.75663
O -4.29649 -0.96642 0.67883
P -3.97951 -0.17864 -0.66687
O -4.93665 -0.37623 -1.75499
C -2.30978 -0.61073 -1.28127
C -1.36937 0.59278 -1.43400
C 0.08175 0.28563 -0.96381
C 0.92761 1.45689 -1.34851
C 1.22520 2.50132 -0.45937
C 0.78145 2.49041 0.97719
C 1.52235 1.43259 1.83177
C 0.66626 0.86892 2.90605
F -0.60333 0.58240 2.57259
C 1.08101 0.62745 4.13844
F 2.33959 0.59890 4.48521
F 0.25555 0.37073 5.11864
C 1.94638 3.58390 -0.94186
C 2.37674 3.62446 -2.26115
C 2.09557 2.56502 -3.08557
N 1.37409 1.52107 -2.62427
Cl 1.04703 0.27913 -3.73138
O -3.97743 1.35756 -0.24433
C -3.52660 1.66509 1.09984
C -3.16349 3.13986 1.16579
H -5.55360 -2.80620 -0.54339
H -4.03178 -3.15204 -1.27190
H -4.69685 -4.24489 -0.00508
H -4.35402 -2.70008 1.70415
H -2.87292 -2.50951 0.83052
H -2.49155 -1.01944 -2.26802
H -1.83836 -1.40397 -0.70443
H -1.30152 0.87362 -2.48175
H -1.69800 1.47939 -0.89766
H 0.44927 -0.63542 -1.40744
H 0.06444 0.17262 0.11002
H -0.29911 2.38250 1.02087
H 1.02283 3.46712 1.38229
H 1.87796 0.63536 1.17669
H 2.40368 1.88849 2.26738
H 2.18417 4.39111 -0.26617
H 2.93535 4.46648 -2.62953
H 2.42136 2.55528 -4.11167
H -2.68065 1.05556 1.39893
H -4.36947 1.49868 1.75963
H -2.89116 3.52249 0.18421
H -2.33852 3.30985 1.85310
H -3.99886 3.74005 1.50816
C 2.89161 -3.95431 -0.59513
C 3.70509 -4.00344 0.47339
C 4.50476 -2.80579 0.91777
O 5.20083 -2.91552 1.90313
C 4.39970 -1.57590 0.13701
C 3.59409 -1.54299 -0.92647
C 2.77649 -2.72770 -1.35086
O 2.04673 -2.57927 -2.31937
O 3.43429 -0.46256 -1.70043
O 3.85919 -5.08968 1.20767
H 2.30926 -4.80473 -0.92026
H 4.99012 -0.72619 0.45131
H 2.81294 -0.74533 -2.40344
H 4.49424 -4.86464 1.91512
```

Output
maximum force	0.0328	Eh/bohr
HOMO level	-12.303	eV
charge	+1
multiplicity	1

Löwdin population analysis, charges in e, atoms 1 to 8: -0.0697, -0.2633, -0.1923, 0.4729, -0.2428, -0.1647, -0.1853, -0.1310